[1]
ORCA calculation (wB97M-V/def2-TZVPD) on 6 unconnected molecules or ions with the total composition C10H30BF4O10.

Geometry (Å):
B: -0.01359 0.33078 0.55996
F: -1.04303 0.80217 -0.16453
F: -0.14530 0.42270 1.98009
F: 0.11657 -0.91887 0.18405
F: 1.11030 0.94698 0.17643
C: 1.31889 -1.28603 -2.24082
C: 1.70482 -1.22683 -3.65839
O: 0.79637 -0.35115 -4.30349
O: -0.07987 -1.79601 -1.98876
H: 1.33855 -0.26599 -1.85709
H: 1.85020 -2.01218 -1.62559
H: 1.60892 -2.21730 -4.10323
H: 2.68060 -0.74658 -3.73125
H: -0.06501 -0.56877 -3.93978
H: -0.16753 -1.70377 -1.03723
C: 0.40427 -5.15443 -1.02798
C: -0.51650 -4.24699 -0.13796
O: -1.12773 -5.01389 0.90574
O: 1.59049 -5.63151 -0.45317
H: 0.59925 -4.60052 -1.94627
H: -0.12065 -6.02222 -1.42734
H: -1.31932 -3.73007 -0.66367
H: 0.20235 -3.50900 0.21803
H: -0.48883 -4.87777 1.60921
H: 1.83448 -6.46540 -0.86145
C: -4.26577 0.55111 -1.82383
C: -3.49730 -0.65400 -1.18670
O: -3.57985 -0.65289 0.25029
O: -3.79764 1.65702 -1.07694
H: -5.32718 0.41665 -1.61545
H: -4.15878 0.65531 -2.90355
H: -2.45530 -0.65420 -1.50659
H: -3.89946 -1.55491 -1.65010
H: -3.87725 -1.54481 0.44427
H: -4.03608 2.44006 -1.57853
C: 3.72726 1.75426 2.75482
C: 2.56494 1.26722 3.69723
O: 1.91753 2.29508 4.42120
O: 3.36268 2.50966 1.56058
H: 4.30258 0.86614 2.49332
H: 4.35584 2.44200 3.32050
H: 2.89232 0.45494 4.34618
H: 1.78598 0.88506 3.03748
H: 2.64333 2.82508 4.75870
H: 2.56485 2.20586 1.12152
C: -0.39436 4.41878 0.28369
C: 0.03009 4.39639 1.84704
O: -0.31024 3.13355 2.57917
O: -1.69759 3.93105 0.13367
H: 0.23877 3.76599 -0.31724
H: -0.37892 5.41232 -0.16436
H: -0.52281 5.20721 2.32136
H: 1.09881 4.60744 1.80971
H: 0.51678 2.86706 2.98736
H: -1.87191 3.93821 -0.81035

Cartesian forces, eV/Å:
-1.5 2.0 2.2
-2.0 1.5 -0.5
-0.1 -0.2 -0.4
0.7 -5.2 0.8
3.3 2.3 -0.4
-2.0 -0.8 2.4
-1.1 0.0 -0.3
0.0 0.3 -0.7
1.3 0.0 -3.0
0.3 -0.2 0.3
1.0 0.5 -0.2
0.6 -0.2 -0.3
0.2 -0.5 -0.2
-0.3 0.0 0.1
-0.2 0.4 0.1
-1.9 0.1 -1.7
1.3 -1.4 -0.5
0.7 0.6 0.1
0.6 0.4 1.1
0.4 0.6 0.0
-0.7 -0.1 0.4
0.4 -0.2 -0.5
-0.4 0.3 0.5
-0.3 -0.5 0.5
-0.2 0.1 0.0
0.5 -1.0 2.0
0.0 0.5 -1.1
-0.5 -0.4 -1.3
-0.1 0.7 -0.8
-0.4 -0.1 0.0
0.5 -0.2 -0.1
0.1 0.4 0.2
-0.4 -0.4 0.3
0.0 0.0 0.4
0.0 0.3 0.2
-1.4 0.3 -0.1
-0.1 0.2 -2.1
0.6 0.3 0.1
0.7 -0.1 1.4
0.1 0.0 -0.2
0.3 0.0 0.0
0.3 0.0 0.1
0.0 -0.4 0.0
-0.2 0.4 0.3
-0.4 -0.8 0.1
0.2 -1.1 1.4
-1.3 -1.2 -1.4
0.6 2.5 -1.8
-0.9 0.2 0.2
0.6 0.0 0.3
0.6 0.5 0.5
0.1 0.1 0.1
0.1 -0.1 0.5
0.1 -0.3 0.2
-0.2 -0.4 0.0

The calculation puts the HOMO-LUMO gap at 9.288 eV. The calculation puts the total energy at -42881.6176 eV. As for the highest occupied orbital energy: -6.6 eV. The value obtained for the relative energy (zero: lowest compared OMol25 entry of this formula, charge and spin) is 3.466 eV. The total charge is -1.

=====

[2]
ORCA calculation (wB97M-V/def2-TZVPD) on a molecular structure, C10H30BNPtSe4Si4.

Geometry (Å):
Pt: 0.90493 0.52839 -1.83826
Se: 2.61762 -1.06586 -2.11937
Se: 1.70590 -3.25794 -2.38455
Se: -0.10576 -2.95250 -3.79469
Se: -1.32412 -1.32224 -2.62930
C: -1.69207 0.96532 2.00128
Si: -2.12776 0.15621 0.36728
C: -3.43605 -1.17996 0.61173
C: -2.82593 1.46603 -0.76163
Si: -0.31274 -1.07330 -0.59332
Si: 2.21138 1.49571 -0.11149
C: 3.98377 1.78288 -0.62323
C: 2.19074 0.35050 1.36670
C: 1.43379 3.13395 0.32864
Si: 0.24111 -2.96158 0.76866
C: -0.78031 -4.36500 0.06445
C: 2.01913 -3.43976 1.10957
C: -0.45398 -2.50573 2.45593
H: -2.59921 1.44961 2.37396
H: -0.93989 1.74585 1.86810
H: -1.33908 0.27424 2.76576
H: -4.30104 -0.75653 1.13018
H: -3.08713 -2.03158 1.19959
H: -3.77825 -1.55754 -0.35273
H: -3.70520 1.89409 -0.27151
H: -3.14219 1.07547 -1.73057
H: -2.12867 2.28089 -0.94252
H: 4.53185 0.85767 -0.80284
H: 4.47304 2.31616 0.19751
H: 4.05385 2.40930 -1.51379
H: 2.72378 -0.57238 1.13432
H: 1.18029 0.10520 1.70566
H: 2.70279 0.84203 2.19985
H: 1.49825 3.83985 -0.49783
H: 1.97334 3.55274 1.18402
H: 0.38125 3.04120 0.60155
H: -0.56253 -4.56282 -0.98427
H: -1.84627 -4.14163 0.15038
H: -0.58252 -5.27711 0.63413
H: 2.59533 -3.70979 0.22921
H: 1.98086 -4.31068 1.77120
H: 2.54578 -2.65020 1.64636
H: -1.49987 -2.19838 2.42437
H: 0.12412 -1.71170 2.93264
H: -0.38980 -3.38979 3.09687
B: -1.11485 4.70285 -2.82557
C: -0.36470 3.35174 -2.59716
N: 0.21503 2.37205 -2.38219
H: -0.26804 5.56438 -2.88688
H: -1.81266 4.83464 -1.83943
H: -1.76731 4.60508 -3.83674

Cartesian forces, eV/Å:
0.1 -0.2 -0.2
-0.1 -0.7 0.1
-0.1 0.6 0.0
0.4 -0.1 -0.1
-0.1 0.1 0.0
0.1 0.0 -0.1
-0.1 -0.1 0.0
0.0 0.0 0.1
0.0 0.0 0.0
0.2 0.5 0.1
-0.1 0.1 0.0
0.0 0.0 -0.1
0.0 0.0 0.1
0.0 0.0 0.1
0.0 0.0 0.0
0.0 0.0 0.1
0.0 0.1 -0.1
-0.1 0.0 0.0
0.0 0.0 0.0
0.0 0.0 0.0
0.0 0.0 0.0
0.0 0.0 0.0
-0.1 0.1 -0.1
0.0 0.0 0.0
0.0 0.0 0.0
0.0 0.0 0.0
0.1 0.1 0.0
0.0 0.0 0.0
0.0 0.0 0.0
0.0 0.0 0.0
0.0 0.0 0.0
0.0 0.0 0.0
0.0 0.0 0.0
0.0 0.0 0.0
0.0 0.0 0.0
0.0 0.0 0.0
0.0 0.0 0.0
0.0 0.0 0.0
0.0 0.0 0.0
0.0 0.0 0.0
0.0 0.0 0.0
0.0 0.0 0.0
0.1 0.0 0.0
0.0 0.0 0.0
0.0 0.0 0.0
-0.1 0.0 0.0
0.2 0.0 -0.1
-0.4 -0.2 0.2
0.0 0.0 0.0
0.0 0.0 0.0
0.0 0.0 0.0

The calculation puts the HOMO-LUMO gap at 6.993 eV. The calculation puts the total energy at -309170.5601 eV. As for the highest occupied orbital energy: -8.5 eV. The value obtained for the relative energy (zero: lowest compared OMol25 entry of this formula, charge and spin) is 0.000 eV.

=====

[3]
ORCA calculation (wB97M-V/def2-TZVPD) on 10 unconnected molecules or ions with the total composition C10H30Br2O13.

Geometry (Å):
Br: -16.57465 -2.53898 15.01192
C: -18.33872 -3.10079 15.71059
C: -18.12902 -4.25736 16.64136
Br: -19.96582 -4.70646 17.29372
H: -18.98617 -3.35756 14.87500
H: -18.79458 -2.22444 16.16575
H: -17.56987 -4.00584 17.53436
H: -17.75613 -5.10672 16.07981
C: -14.03643 -0.30861 18.13300
C: -15.18972 -0.52249 19.08719
C: -15.71246 0.77249 19.70883
O: -17.13848 0.61404 19.56817
C: -17.41783 -0.37299 18.72655
O: -18.52852 -0.66359 18.36712
O: -16.32540 -1.01108 18.33016
H: -14.32987 0.39072 17.34983
H: -13.67936 -1.23728 17.69438
H: -13.20553 0.16235 18.66360
H: -14.96266 -1.18133 19.92723
H: -15.37172 1.63625 19.13836
H: -15.59386 0.81284 20.78779
C: -18.08729 -3.30257 20.77343
C: -19.05362 -3.95396 21.79456
C: -20.54437 -3.56182 21.64762
O: -21.24855 -4.79373 21.50774
C: -20.36674 -5.77234 21.33517
O: -20.66505 -6.87929 21.00429
O: -19.10389 -5.37478 21.62082
H: -17.79180 -2.36632 21.25221
H: -18.68847 -3.10268 19.88984
H: -17.21731 -3.93188 20.61234
H: -18.70468 -3.79939 22.81699
H: -20.66873 -2.82496 20.85260
H: -20.90807 -3.07132 22.55163
O: -23.02245 -1.79696 19.91688
H: -23.47764 -2.28230 20.61444
H: -22.60322 -1.02830 20.36900
O: -24.75943 0.26308 18.72847
H: -25.45414 0.22938 19.39344
H: -24.20859 -0.52047 18.92023
O: -21.53867 0.16950 21.15094
H: -20.60520 0.40840 21.19040
H: -21.99278 0.85781 21.65219
O: -22.21844 -3.30669 15.67720
H: -21.60796 -2.74571 16.17462
H: -21.85054 -4.19367 15.75890
O: -21.13922 -1.44562 17.98555
H: -21.80974 -1.58892 18.69263
H: -20.31338 -1.24947 18.46211
O: -24.39276 -0.09858 15.88308
H: -23.47158 -0.37127 15.82967
H: -24.57544 -0.02248 16.83375
O: -20.99504 0.97700 16.63482
H: -20.39913 0.57296 15.99778
H: -21.19130 0.26058 17.27573

Cartesian forces, eV/Å:
-0.5 -0.1 0.1
0.0 0.6 -0.3
-1.1 0.2 -0.1
1.0 -0.3 0.2
0.3 -0.2 -0.2
0.3 0.0 0.3
0.2 -0.1 -0.1
0.1 -0.2 0.4
0.2 0.1 0.4
0.4 0.3 -0.2
-0.8 -0.6 -0.2
-0.2 0.7 0.1
-1.0 -0.3 -0.4
0.5 0.1 0.3
0.7 -0.2 0.5
-0.1 -0.1 -0.1
-0.1 0.0 0.0
0.0 -0.1 0.1
0.0 -0.6 -0.4
-0.1 0.2 0.4
0.7 0.4 -0.1
-1.3 -0.1 1.3
0.2 -0.4 0.0
0.6 0.8 1.1
-0.1 1.4 -0.5
0.3 -1.6 -0.3
0.2 0.3 0.2
-0.2 0.0 -0.4
0.2 0.2 -0.4
0.5 0.0 -0.4
0.0 0.0 -0.2
0.0 0.1 0.0
-0.4 -0.6 -0.5
0.0 -0.1 0.1
-0.1 0.6 0.5
0.1 -0.2 -0.2
-0.1 -0.4 -0.1
0.3 -0.4 0.3
-0.1 0.0 -0.1
-0.3 0.3 0.0
0.1 0.2 0.4
-0.1 -0.1 -0.2
0.0 0.0 -0.1
-0.1 0.1 -0.2
-0.2 -0.1 0.2
-0.1 0.2 -0.1
-0.2 0.0 0.9
0.4 -0.3 -0.8
-0.1 -0.1 -0.4
-0.1 -0.1 0.2
0.0 0.1 0.0
0.0 0.1 -0.3
-0.1 -0.1 0.3
0.0 0.0 0.0
0.2 0.3 -0.5

The calculation puts the HOMO-LUMO gap at 9.302 eV. The calculation puts the total energy at -177560.1834 eV. As for the highest occupied orbital energy: -9.7 eV. The structure (SMILES) is C[C@H]1COC(=O)O1.C[C@H]1COC(=O)O1.BrCCBr.O.O.O.O.O.O.O.

=====

So what do the calculations give for LUMO? Going down the list: 2.7 -1.5 -0.4 eV.